Entry 1:
DFT (ωB97M-V/def2-TZVPD) results for a molecular structure, C5H12I2N in a non-equilibrium geometry.

calculated total energy = -23057.039 eV
F_max = 4.20 eV/Å
spin multiplicity = 3
net charge = +1
Kohn-Sham gap (alpha / beta) = 0.21824 / 0.20525 Ha

The geometry in XYZ format:
```
20
C5H12I2N | the OMol25 dataset | ωB97M-V/def2-TZVPD
C -2.3308 1.4055 -1.0722
C 3.1596 -0.2620 2.4253
C -2.3363 -0.0958 -1.4510
C -1.2141 -0.9310 -0.9999
C 1.9271 -0.0574 1.7127
N 1.4330 -0.9944 1.0178
I 0.8640 -0.2079 -1.4432
I 0.9803 1.7393 1.6428
H -3.2158 1.8279 -1.5637
H -1.4082 1.8320 -1.4009
H -2.4794 1.5886 0.0162
H 3.0995 0.1399 3.4291
H 3.4024 -1.3236 2.4419
H 3.8658 0.4802 1.9502
H -2.7997 -0.2354 -2.4572
H -3.0153 -0.5157 -0.8021
H -0.9609 -1.0456 0.0233
H 1.8684 -1.8412 1.0407
H -1.1520 -1.8973 -1.5675
H 0.3124 0.3940 -2.9424
```

Löwdin atomic charge list, values in e, 2 entries: atom 1 (C): -0.105, atom 2 (C): -0.113

***

Entry 2:
DFT (ωB97M-V/def2-TZVPD) results for a molecular structure, C5H12INO6P in a non-equilibrium geometry.

calculated total energy = -36543.185 eV
F_max = 7.94 eV/Å
spin multiplicity = 1
net charge = -1
energy above the lowest of the compared OMol25 structures with the same formula, charge and spin = 499.73 kJ/mol
Kohn-Sham gap = 0.21165 Ha

The geometry in XYZ format:
```
26
C5H12INO6P | the OMol25 dataset | ωB97M-V/def2-TZVPD
N -3.1266 1.4615 -1.1993
C -2.5475 0.2665 -1.9830
C -0.9134 0.2690 -1.7184
O -0.6824 -0.0731 -0.3056
C 0.6340 -0.6922 -0.0863
C 0.5819 -1.5072 1.3616
C 0.1280 -0.5765 2.6323
O -1.0087 0.1516 2.7080
O 0.9935 -0.5514 3.8322
P 2.1173 0.5094 -0.1356
O 3.4802 -0.2929 0.1570
O 2.0159 1.7149 1.1606
O 2.3253 1.3688 -1.6357
H -3.0772 1.1392 -0.1868
H -2.4676 2.2762 -1.2590
H -2.7255 0.3849 -3.1476
H -3.0179 -0.7293 -1.5468
H -0.5452 1.3893 -1.8542
H -0.3106 -0.3877 -2.4845
H 0.7723 -1.5410 -0.9115
H -0.2558 -2.3504 1.2515
H 1.6244 -2.0100 1.6045
H 1.0724 0.3966 4.1465
H 1.0491 2.0258 1.0856
H 1.6828 1.0746 -2.3455
I 2.2012 -3.7169 0.8603
```

Löwdin atomic charge list, values in e, 2 entries: atom 1 (N): -0.061, atom 2 (C): -0.220

***

Entry 3:
DFT (ωB97M-V/def2-TZVPD) results for C5H12INSi in the gas phase.

SMILES string = [H]/N=C/C[SiH2]CCCI
calculated total energy = -22847.556 eV
F_max = 0.41 eV/Å
spin multiplicity = 1
energy above the lowest of the compared OMol25 structures with the same formula, charge and spin = 0.00 kJ/mol
Kohn-Sham gap = 0.36340 Ha

The geometry in XYZ format:
```
20
C5H12INSi | the OMol25 dataset | ωB97M-V/def2-TZVPD
N -1.0336 1.9376 0.3246
C -1.6250 1.5220 -0.7173
C -1.4661 0.1183 -1.2108
Si -1.2173 -1.1554 0.1576
C 0.2965 -0.9552 1.2409
C 1.6736 -0.9590 0.5500
C 2.1362 0.4194 0.0677
I 2.1518 0.6381 -2.0596
H -1.2396 2.9196 0.4881
H -2.2551 2.1907 -1.3088
H -0.6733 0.0798 -1.9596
H -2.3812 -0.1649 -1.7399
H -1.2185 -2.4884 -0.4902
H -2.4262 -1.0921 1.0161
H 0.2821 -1.7876 1.9498
H 0.1898 -0.0518 1.8391
H 1.7121 -1.6807 -0.2647
H 2.4100 -1.3009 1.2796
H 3.1660 0.6002 0.3570
H 1.5179 1.2102 0.4804
```

Löwdin atomic charge list, values in e, 2 entries: atom 1 (N): 0.089, atom 2 (C): -0.313

***

Entry 4:
DFT (ωB97M-V/def2-TZVPD) results for a molecular structure, C5H12MgO3V in a non-equilibrium geometry.

calculated total energy = -42651.548 eV
F_max = 2.93 eV/Å
spin multiplicity = 4
energy above the lowest of the compared OMol25 structures with the same formula, charge and spin = 0.00 kJ/mol
Kohn-Sham gap (alpha / beta) = 0.20691 / 0.20146 Ha

The geometry in XYZ format:
```
22
C5H12MgO3V | the OMol25 dataset | ωB97M-V/def2-TZVPD
O 1.8322 1.2461 0.4525
Mg 3.5575 0.4302 -0.2053
C -2.3140 2.0138 -1.2976
O -1.5910 1.2342 -0.3723
C -2.3862 0.3356 0.4750
C -1.4189 -0.5304 1.2229
C -1.0334 -1.7968 0.5192
O 0.1375 -1.4850 -0.3085
C 0.6216 -2.5213 -1.1310
V 0.1884 0.4700 0.1916
H -1.5992 2.6492 -1.8318
H -2.8412 1.3680 -2.0171
H -3.0496 2.6441 -0.7744
H -3.0621 -0.2046 -0.2159
H -2.9945 0.9674 1.1404
H -1.6494 -0.6548 2.2834
H 1.8950 2.0093 1.0630
H -1.7896 -2.2027 -0.1803
H -0.7397 -2.5929 1.2207
H 1.5601 -2.1748 -1.5800
H 0.8263 -3.4269 -0.5394
H -0.1182 -2.7633 -1.9099
```

Löwdin atomic charge list, values in e, 2 entries: atom 1 (O): -0.671, atom 2 (Mg): 0.397

***

Entry 5:
DFT (ωB97M-V/def2-TZVPD) results for a gas-phase ion, C5H12N (charge +1) in a non-equilibrium geometry.

SMILES string = C=C(C)CC[NH3+]
calculated total energy = -6860.577 eV
F_max = 5.25 eV/Å
spin multiplicity = 1
net charge = +1
energy above the lowest of the compared OMol25 structures with the same formula, charge and spin = 287.70 kJ/mol
Kohn-Sham gap = 0.33780 Ha

The geometry in XYZ format:
```
18
C5H12N | the OMol25 dataset | ωB97M-V/def2-TZVPD
C 1.1517 -0.8326 0.5920
C -0.0139 0.0589 0.9979
C -0.9815 0.2829 -0.1039
C -0.5446 0.6344 -1.4080
C -2.3651 0.1212 0.1382
N 2.2179 -0.0114 -0.2354
H 1.7728 -1.3716 1.2089
H 0.7442 -1.5563 -0.1202
H 0.2936 1.0365 1.4505
H -0.3722 -0.5760 1.8662
H 0.4101 0.1719 -1.9726
H -1.2684 1.1449 -2.0639
H -2.5166 -1.0122 0.1148
H -2.8873 0.3632 1.1513
H -2.9879 0.8508 -0.4888
H 1.7145 0.7411 -0.8146
H 2.7815 0.4904 0.5268
H 2.8514 -0.5363 -0.8390
```

Löwdin atomic charge list, values in e, 2 entries: atom 1 (C): -0.108, atom 2 (C): -0.161

***

Entry 6:
DFT (ωB97M-V/def2-TZVPD) results for a gas-phase ion, C5H12N (charge +2) in a non-equilibrium geometry.

calculated total energy = -6846.524 eV
F_max = 5.21 eV/Å
spin multiplicity = 2
net charge = +2
energy above the lowest of the compared OMol25 structures with the same formula, charge and spin = 302.97 kJ/mol
Kohn-Sham gap (alpha / beta) = 0.33728 / 0.29882 Ha

The geometry in XYZ format:
```
18
C5H12N | the OMol25 dataset | ωB97M-V/def2-TZVPD
C 1.7673 0.9241 -0.0019
C 0.6906 0.2029 -0.9300
C -0.0664 -0.9405 -0.3113
C -1.4317 -1.0277 -0.7121
C -2.3620 -0.3091 0.3745
N 1.4088 0.9959 1.3600
H 2.6962 0.3202 -0.1415
H 1.9647 1.9056 -0.4453
H -0.0865 0.9631 -1.0557
H 1.1871 -0.0286 -1.8789
H 0.4294 -1.9120 -0.2043
H -1.7814 -2.0485 -0.8142
H -1.9993 -0.6295 1.3510
H -2.3584 0.7785 0.3561
H -3.3586 -0.6848 0.2556
H -1.6053 -0.5761 -1.6935
H 0.9118 0.1892 1.7414
H 2.0438 1.4311 2.0393
```

Löwdin atomic charge list, values in e, 2 entries: atom 1 (C): -0.115, atom 2 (C): -0.070

***

Entry 7:
DFT (ωB97M-V/def2-TZVPD) results for a molecular structure, C5H12N2 in a non-equilibrium geometry.

calculated total energy = -8355.373 eV
F_max = 5.61 eV/Å
spin multiplicity = 1
energy above the lowest of the compared OMol25 structures with the same formula, charge and spin = 459.57 kJ/mol
Kohn-Sham gap = 0.27525 Ha

The geometry in XYZ format:
```
19
C5H12N2 | the OMol25 dataset | ωB97M-V/def2-TZVPD
C 1.3646 0.7813 -1.1303
C 1.2275 0.0406 0.1913
N 2.2723 -0.0682 0.9651
H 2.4956 -1.0290 1.2219
H 0.5786 -1.3654 0.1596
H 0.4632 0.7083 -1.7341
H 1.5268 1.8432 -0.9461
H 2.2328 0.3901 -1.6566
C -1.6033 -1.1999 -0.6274
N -0.9211 1.4584 0.3012
C -0.1832 0.3593 0.8932
C -0.7304 -0.9895 0.5758
H -1.8290 1.5386 0.7464
H -0.4186 2.3291 0.4281
H 0.0452 0.4677 1.9616
H -1.0379 -1.5258 1.4705
H -1.1296 -0.7808 -1.5133
H -1.7855 -2.2593 -0.8069
H -2.5678 -0.6990 -0.4999
```

Löwdin atomic charge list, values in e, 2 entries: atom 1 (C): -0.046, atom 2 (C): -0.461

***

Entry 8:
DFT (ωB97M-V/def2-TZVPD) results for 2 unconnected molecules or ions with the total composition C5H12N2 in a non-equilibrium geometry.

calculated total energy = -8355.044 eV
F_max = 3.75 eV/Å
spin multiplicity = 1
energy above the lowest of the compared OMol25 structures with the same formula, charge and spin = 491.32 kJ/mol
Kohn-Sham gap = 0.30878 Ha

The geometry in XYZ format:
```
19
C5H12N2 | the OMol25 dataset | ωB97M-V/def2-TZVPD
C -2.1401 0.4585 -2.0995
C -0.6692 0.4743 -2.2439
C -1.3638 -0.7023 -1.6108
C 1.6758 1.5067 0.6923
C 0.6563 0.0215 2.4150
N 1.6777 -0.8754 0.5185
N 1.3953 0.0880 1.1331
H -2.5648 1.1999 -1.4926
H -2.6713 0.2591 -2.9706
H -0.3451 0.1993 -3.2052
H -0.1068 1.3234 -1.8232
H -1.4470 -1.6016 -2.3005
H 1.5030 1.6097 -0.4043
H 0.7963 2.2454 1.0377
H 2.6913 1.7826 1.0943
H -0.3694 0.3087 2.2344
H 1.0615 -0.8437 2.9838
H 1.0200 0.9469 2.9922
H -1.4257 -1.1102 -0.6082
```

Löwdin atomic charge list, values in e, 2 entries: atom 1 (C): -0.194, atom 2 (C): -0.166

***

Entry 9:
DFT (ωB97M-V/def2-TZVPD) results for 2 unconnected molecules or ions with the total composition C5H12N2 in a non-equilibrium geometry.

calculated total energy = -8352.973 eV
F_max = 5.34 eV/Å
spin multiplicity = 1
energy above the lowest of the compared OMol25 structures with the same formula, charge and spin = 691.19 kJ/mol
Kohn-Sham gap (alpha / beta) = 0.29727 / 0.32620 Ha

The geometry in XYZ format:
```
19
C5H12N2 | the OMol25 dataset | ωB97M-V/def2-TZVPD
C -0.2676 -0.3664 -0.0678
C -1.2714 -1.4553 -0.1598
C -1.1660 1.7130 -1.3534
C 2.0716 0.4047 -0.5865
C 0.3822 -0.5387 2.2987
N 1.0915 -0.3767 0.0656
N 0.2245 0.2158 1.1079
H -2.2704 -0.8417 -0.3090
H -1.2147 -1.9968 0.6877
H -1.0064 -2.0266 -0.9761
H -2.1726 1.8362 -1.0739
H -0.9124 1.1370 -2.1704
H -0.4693 2.3944 -1.1499
H 3.0981 -0.0867 -0.4591
H 1.8111 0.6076 -1.6635
H 2.2663 1.3362 -0.0904
H -0.5200 -0.2726 2.9084
H 0.2360 -1.6353 2.1986
H 1.3889 -0.2800 2.7729
```

Löwdin atomic charge list, values in e, 2 entries: atom 1 (C): -0.317, atom 2 (C): -0.014

***

Entry 10:
DFT (ωB97M-V/def2-TZVPD) results for C5H12N2 in the gas phase in a non-equilibrium geometry.

SMILES string = CCC/C(N)=C/N
calculated total energy = -8359.107 eV
F_max = 1.28 eV/Å
spin multiplicity = 1
energy above the lowest of the compared OMol25 structures with the same formula, charge and spin = 99.28 kJ/mol
Kohn-Sham gap = 0.30203 Ha

The geometry in XYZ format:
```
19
C5H12N2 | the OMol25 dataset | ωB97M-V/def2-TZVPD
C -0.2462 -1.4198 2.4303
C -0.2044 -1.2359 0.9192
C -0.6840 0.1862 0.5636
C -0.1349 0.7953 -0.6892
C 0.2527 0.0401 -1.7275
N 0.9291 0.5871 -2.8477
N -0.0691 2.1775 -0.7498
H 0.3895 -2.2019 2.8255
H 0.1081 -0.5133 2.9089
H -1.2536 -1.6068 2.7886
H 0.8175 -1.3699 0.5792
H -0.9407 -1.8721 0.4377
H -0.4206 0.9053 1.3536
H -1.7720 0.2179 0.6269
H -0.0913 -0.9833 -1.7010
H 1.8494 0.9293 -2.6101
H 0.8966 0.0393 -3.6871
H 0.5341 2.5468 -1.4708
H 0.0397 2.7784 0.0497
```

Löwdin atomic charge list, values in e, 2 entries: atom 1 (C): -0.119, atom 2 (C): -0.254

***

Entry 11:
DFT (ωB97M-V/def2-TZVPD) results for 2 unconnected molecules or ions with the total composition C5H12N2 in a non-equilibrium geometry.

SMILES string = C/N=C/N.C=CC
calculated total energy = -8357.439 eV
F_max = 2.54 eV/Å
spin multiplicity = 1
energy above the lowest of the compared OMol25 structures with the same formula, charge and spin = 260.20 kJ/mol
Kohn-Sham gap = 0.34263 Ha

The geometry in XYZ format:
```
19
C5H12N2 | the OMol25 dataset | ωB97M-V/def2-TZVPD
C 0.8841 -0.3522 -0.8546
C -1.6973 1.4166 -0.5069
C 1.1926 -1.6100 -0.3666
C 1.6475 0.8500 -0.3826
N -1.2226 0.0989 -0.1604
C -1.2863 -0.2745 1.0796
N -0.8996 -1.5081 1.4251
H 0.4143 -0.2637 -1.8215
H -0.6803 -1.6134 2.4080
H -1.5005 0.4494 1.8838
H -1.1649 1.7691 -1.3932
H -2.7587 1.3701 -0.7673
H -1.5685 2.1646 0.2901
H 0.9720 -2.4757 -0.9808
H 1.0394 1.7538 -0.3600
H 2.0792 -1.7123 0.2507
H 0.0113 -1.8007 0.7059
H 2.4807 1.0399 -1.0645
H 2.0575 0.6982 0.6151
```

Löwdin atomic charge list, values in e, 2 entries: atom 1 (C): -0.241, atom 2 (C): -0.154

***

Entry 12:
DFT (ωB97M-V/def2-TZVPD) results for a molecular structure, C5H12N2 in a non-equilibrium geometry.

calculated total energy = -8356.713 eV
F_max = 3.81 eV/Å
spin multiplicity = 1
energy above the lowest of the compared OMol25 structures with the same formula, charge and spin = 330.33 kJ/mol
Kohn-Sham gap = 0.30157 Ha

The geometry in XYZ format:
```
19
C5H12N2 | the OMol25 dataset | ωB97M-V/def2-TZVPD
C 0.4699 -0.1889 0.7136
C 1.1387 -0.2159 -1.8729
C 0.9656 0.4094 1.9888
C -1.7731 -0.8331 -0.4445
N 0.6808 0.5919 -0.7727
C -0.8876 0.2250 0.1675
N -1.3422 1.3385 0.6979
H 1.1294 1.4891 -0.6418
H 0.8794 -1.1719 0.4697
H -2.3016 1.2472 1.0304
H 1.7944 0.3731 -2.5120
H 0.2985 -0.5715 -2.4797
H 1.6891 -1.1113 -1.5499
H 0.4455 1.3100 2.3089
H 0.8316 -0.3188 2.7934
H 2.0209 0.6840 1.9351
H -2.0668 -0.5034 -1.4410
H -1.2910 -1.8026 -0.5539
H -2.6813 -0.9508 0.1632
```

Löwdin atomic charge list, values in e, 2 entries: atom 1 (C): -0.190, atom 2 (C): -0.122

***

- F_max of number 9 (C5H12N2)?
  5.34 eV/Å